(1)
The following is a quantum chemistry calculation of 3 unconnected molecules or ions with the total composition C35H45F4NO10S in a non-equilibrium geometry, from OMol25.

```
96
Properties=species:S:1:pos:R:3:forces:R:3:lowdin_charge:R:1
C 5.824 -2.457 -1.578 0.295 0.526 0.543 -0.10
C 5.891 -1.283 -0.549 0.591 -0.021 -1.063 -0.26
C 5.155 -0.033 -1.082 -0.197 -0.480 0.190 -0.22
C 3.679 -0.300 -1.498 0.393 0.757 0.675 -0.19
C 2.910 -1.174 -0.475 -0.134 0.713 -0.001 -0.14
C 1.412 -0.983 -0.682 0.211 -0.077 0.246 -0.15
C 0.883 0.194 -0.180 0.160 0.046 0.085 0.02
C -0.458 0.522 -0.281 -0.058 0.742 -0.147 -0.16
C -0.904 1.832 0.356 0.525 -0.388 0.844 -0.11
C -1.186 1.585 1.891 0.593 -0.522 -0.028 -0.16
C -1.427 0.101 2.262 -1.038 0.579 1.176 -0.21
C -1.986 -0.032 3.723 1.223 -1.084 -0.891 -0.24
C -1.659 -1.474 4.187 -0.508 0.080 0.328 -0.12
C -1.280 -0.374 -0.951 -1.121 -0.261 -0.622 -0.04
C -0.787 -1.568 -1.521 0.009 0.241 0.146 -0.01
C 0.573 -1.875 -1.363 -0.077 -1.054 -0.257 -0.15
C 1.201 -3.155 -1.900 0.368 0.177 0.449 -0.38
S 2.013 -2.801 -3.508 0.029 -0.429 0.171 0.91
C 1.145 -3.687 -4.852 -0.142 0.583 -0.671 -0.50
C 0.549 -2.601 -5.810 0.472 -0.243 1.252 -0.17
C -1.727 -2.483 -2.275 -0.628 -0.107 -0.384 -0.22
O -1.447 -3.606 -2.633 0.244 0.178 0.101 0.09
C -3.126 -1.978 -2.637 0.840 0.477 0.588 -0.06
N -4.030 -2.685 -3.537 2.945 -1.281 0.748 0.11
C -3.566 -2.843 -4.885 -1.977 0.172 -2.103 -0.43
O -4.302 -2.601 -5.797 0.811 -0.263 0.865 0.19
F -2.341 -3.303 -5.170 -0.367 0.258 1.119 0.14
C -4.599 -3.885 -2.983 -2.812 -0.469 -0.313 -0.43
O -5.786 -4.032 -2.989 1.219 0.102 0.085 0.20
F -3.841 -4.862 -2.471 0.435 1.062 -0.328 0.16
C -3.592 -0.860 -2.079 -0.705 0.244 -0.274 -0.03
C -4.982 -0.312 -2.356 0.409 0.765 1.158 -0.10
C -4.941 0.968 -3.220 -1.079 0.225 -1.322 -0.39
C -6.384 1.507 -3.406 -0.057 -0.020 0.309 -0.08
C -4.375 0.694 -4.645 0.084 0.032 1.159 -0.06
C -2.748 -0.089 -1.079 -0.128 -0.123 0.057 -0.24
O -3.332 0.717 -0.382 0.221 -0.106 -0.072 0.11
H 5.611 -2.051 -2.575 -0.158 -0.304 0.203 0.07
H 6.801 -2.952 -1.645 -0.339 -0.102 0.098 0.07
H 5.062 -3.181 -1.265 0.176 0.047 -0.446 0.06
H 5.547 -1.611 0.440 -0.077 0.211 -0.232 0.10
H 6.951 -1.003 -0.443 -0.311 -0.059 0.196 0.10
H 5.685 0.368 -1.961 -0.031 -0.216 0.257 0.11
H 5.220 0.752 -0.311 -0.272 -0.163 -0.185 0.11
H 3.196 0.692 -1.464 -0.011 -0.335 -0.249 0.11
H 3.597 -0.641 -2.537 0.004 -0.233 0.343 0.08
H 3.241 -2.215 -0.436 -0.091 0.245 -0.226 0.09
H 3.137 -0.745 0.517 -0.039 -0.228 -0.239 0.13
H 1.550 0.887 0.340 -0.163 -0.163 -0.118 0.14
H -0.023 2.489 0.323 -0.406 0.031 -0.251 0.11
H -1.744 2.301 -0.158 0.189 -0.157 0.145 0.10
H -0.273 1.873 2.460 -0.598 0.034 -0.340 0.09
H -2.010 2.200 2.278 0.110 -0.104 -0.327 0.11
H -2.191 -0.360 1.621 0.481 0.013 -0.093 0.10
H -0.495 -0.478 2.265 -0.213 0.196 -0.463 0.11
H -3.072 0.116 3.730 0.284 0.367 0.224 0.11
H -1.421 0.675 4.349 -0.533 0.010 0.067 0.09
H -0.587 -1.696 4.099 -0.246 0.165 0.076 0.07
H -2.198 -2.217 3.576 0.160 0.264 0.083 0.07
H -1.967 -1.649 5.230 0.144 0.043 -0.253 0.06
H 0.537 -4.020 -1.905 0.068 0.360 -0.364 0.08
H 2.021 -3.414 -1.218 -0.233 -0.031 -0.319 0.06
H 0.383 -4.364 -4.453 0.224 0.138 -0.042 0.07
H 1.907 -4.255 -5.404 -0.201 -0.017 0.374 0.06
H -0.403 -2.289 -5.374 0.081 0.013 -0.503 0.04
H 0.474 -2.948 -6.845 -0.195 0.121 0.226 0.07
H 1.213 -1.730 -5.716 -0.171 -0.212 -0.538 0.05
H -5.390 0.011 -1.382 0.165 -0.205 -0.222 0.13
H -5.672 -1.071 -2.736 0.346 0.176 -0.309 0.12
H -4.379 1.784 -2.743 0.109 -0.468 0.087 0.13
H -7.069 0.734 -3.787 0.263 0.103 0.094 0.09
H -6.404 2.334 -4.130 0.101 -0.173 0.202 0.07
H -6.804 1.891 -2.464 0.113 -0.180 -0.189 0.08
H -4.799 -0.256 -4.991 0.246 0.224 -0.197 0.07
H -3.278 0.643 -4.562 -0.269 -0.175 -0.446 0.08
H -4.668 1.502 -5.325 0.240 -0.222 0.085 0.08
O 1.311 1.824 4.429 0.141 0.123 -0.068 0.16
C 0.910 2.204 5.478 0.270 -0.130 -0.275 -0.56
O 1.012 1.505 6.632 -0.190 0.299 -0.182 0.08
C 0.542 2.348 7.685 0.025 -0.314 0.468 -0.05
C -0.350 3.306 6.942 0.150 0.570 0.105 -0.31
F -0.351 4.530 7.522 -0.094 0.013 -0.077 0.08
O 0.277 3.402 5.672 -0.123 -0.667 0.230 0.12
H 1.388 2.849 8.157 -0.073 0.175 -0.100 0.15
H 0.007 1.773 8.438 0.036 -0.177 -0.156 0.14
H -1.378 2.961 6.816 -0.029 0.140 0.014 0.18
O 6.261 3.809 5.935 0.026 0.045 0.006 0.19
C 5.398 4.206 5.231 0.316 -0.014 0.254 -0.54
O 4.196 4.666 5.674 0.153 -0.139 -0.358 0.07
C 3.495 5.175 4.537 -0.612 0.140 0.243 -0.06
C 4.145 4.433 3.402 0.250 0.325 -0.296 -0.31
F 4.172 5.181 2.271 0.021 -0.090 -0.043 0.07
O 5.472 4.257 3.867 -0.439 -0.234 0.338 0.14
H 3.646 6.254 4.474 0.121 -0.049 -0.209 0.15
H 2.428 4.973 4.611 0.061 -0.110 0.194 0.13
H 3.700 3.460 3.185 -0.008 0.050 -0.119 0.17
```
Forces are in eV/Å.

The HOMO energy comes out at -8.44 eV. The spin multiplicity is 1. The gap between HOMO and LUMO comes out at 7.10 eV.

=====

(2)
The following is a quantum chemistry calculation of a molecular structure, C35H46BiCl2N3P in a non-equilibrium geometry, from OMol25.

```
88
Properties=species:S:1:pos:R:3:forces:R:3:lowdin_charge:R:1
P 0.132 -0.902 -2.071 -0.065 0.421 -1.339 1.05
C 1.682 -0.288 -3.004 -0.324 -0.458 0.474 -0.45
C 1.954 -0.749 -4.443 0.001 0.131 -0.114 -0.21
C 3.354 -0.304 -4.896 0.037 -0.119 0.159 -0.20
C 3.631 1.190 -4.674 -0.075 -0.029 -0.076 -0.21
C 3.228 1.675 -3.278 -0.072 -0.114 0.036 -0.20
C 1.807 1.236 -2.905 0.292 0.004 0.072 -0.24
C -1.284 -0.043 -3.002 0.390 -0.193 0.599 -0.46
C -1.206 0.077 -4.523 -0.115 0.123 -0.075 -0.21
C -2.526 0.634 -5.074 -0.022 -0.090 0.080 -0.20
C -2.942 1.952 -4.406 0.105 0.056 -0.039 -0.21
C -2.868 1.912 -2.876 0.060 -0.081 0.040 -0.20
C -1.545 1.329 -2.367 -0.254 0.063 0.033 -0.25
C -0.044 -2.588 -2.852 0.070 0.216 -0.155 -0.49
C 1.152 -3.476 -2.471 -0.227 -0.210 -0.062 -0.22
C 1.044 -4.860 -3.126 -0.037 0.050 -0.011 -0.21
C -0.301 -5.550 -2.862 0.007 0.088 0.142 -0.21
C -1.504 -4.640 -3.135 0.067 0.131 -0.018 -0.21
C -1.382 -3.251 -2.490 0.128 -0.240 0.054 -0.22
H 2.464 -0.730 -2.358 0.002 0.258 -0.173 0.09
H 1.207 -0.324 -5.127 0.233 -0.113 0.171 0.09
H 1.882 -1.841 -4.541 0.034 0.259 0.004 0.09
H 3.488 -0.560 -5.955 0.060 0.055 0.119 0.10
H 4.097 -0.889 -4.335 -0.046 0.058 -0.024 0.11
H 4.698 1.382 -4.834 -0.088 0.034 -0.061 0.10
H 3.092 1.773 -5.432 -0.028 -0.043 0.075 0.11
H 3.923 1.264 -2.533 -0.078 0.039 -0.040 0.11
H 3.304 2.766 -3.218 0.061 -0.095 -0.026 0.11
H 1.582 1.567 -1.883 -0.034 -0.027 -0.235 0.06
H 1.094 1.717 -3.591 0.128 -0.106 0.155 0.10
H -2.144 -0.686 -2.756 0.081 0.261 0.035 0.08
H -3.314 -0.115 -4.919 0.047 0.045 0.017 0.11
H -0.992 -0.891 -5.002 -0.039 0.234 0.108 0.10
H -0.394 0.766 -4.798 -0.207 -0.125 0.055 0.09
H -2.432 0.775 -6.158 -0.092 0.010 0.080 0.10
H -3.961 2.207 -4.717 0.086 0.054 -0.033 0.10
H -2.289 2.756 -4.772 -0.004 -0.061 0.021 0.11
H -3.002 2.919 -2.465 -0.050 -0.109 -0.074 0.11
H -3.694 1.300 -2.486 0.125 0.023 -0.016 0.11
H -1.599 1.217 -1.276 0.089 0.162 -0.304 0.03
H -0.719 2.016 -2.597 -0.207 -0.098 0.044 0.10
H -0.038 -2.432 -3.944 0.046 -0.203 0.208 0.09
H 2.105 -3.015 -2.772 -0.270 -0.044 0.132 0.10
H 1.185 -3.582 -1.376 -0.033 0.021 -0.133 0.12
H 1.180 -4.751 -4.212 -0.010 0.029 0.109 0.11
H 1.863 -5.494 -2.765 -0.065 -0.011 -0.102 0.10
H -0.335 -5.891 -1.818 0.016 0.089 -0.066 0.11
H -0.379 -6.448 -3.486 0.017 0.023 0.111 0.10
H -2.423 -5.119 -2.779 0.074 -0.020 -0.093 0.10
H -1.612 -4.511 -4.221 0.020 -0.002 0.088 0.11
H -2.230 -2.639 -2.830 0.271 -0.140 0.154 0.10
H -1.470 -3.324 -1.395 0.006 0.008 -0.166 0.10
Bi -0.123 -0.379 1.562 -0.252 1.797 0.549 1.03
Cl -2.368 -0.640 0.282 -0.674 -0.406 -0.196 -0.25
Cl 2.119 0.481 0.626 0.282 -0.013 -0.126 -0.24
C -0.799 1.565 2.406 0.553 -1.166 0.198 -0.44
H -1.451 1.375 3.270 0.020 -0.073 -0.373 -0.03
C -0.690 2.914 2.004 0.165 0.469 -0.347 -0.39
C -1.337 3.961 2.767 0.296 -0.481 -0.404 -0.10
C -1.351 5.275 2.334 0.375 -0.132 -0.300 -0.15
C -0.703 5.640 1.142 -0.153 0.131 -0.078 -0.17
C -0.026 4.661 0.393 -0.034 0.022 0.481 -0.14
C 0.036 3.348 0.833 -0.355 -0.076 0.378 -0.11
H -1.818 3.672 3.705 -0.006 0.131 -0.243 0.08
H -1.856 6.041 2.927 0.114 -0.197 -0.111 0.08
H 0.474 4.946 -0.538 -0.053 -0.093 0.324 0.09
H 0.656 2.612 0.316 -0.373 0.256 -0.015 0.02
H -0.711 6.680 0.813 -0.046 -0.227 0.017 0.07
N -0.294 1.508 12.772 0.359 -0.805 -2.339 0.14
C -0.146 1.136 11.672 -0.264 0.820 2.156 -0.18
C -0.010 0.672 10.316 0.030 -0.069 -0.362 -0.24
C -0.809 1.230 9.306 -0.027 -0.181 -0.370 -0.01
C -0.760 0.719 8.003 0.108 0.060 0.601 0.01
C 0.115 -0.333 7.709 -0.003 0.062 0.165 -0.17
C 0.944 -0.871 8.704 -0.008 0.337 0.434 0.00
C 0.889 -0.358 10.006 -0.104 -0.212 -0.465 -0.02
N 0.182 -0.846 6.393 0.113 -0.584 -0.610 -0.02
C 0.777 -2.058 6.022 -0.021 0.348 -0.223 -0.06
C 0.746 -2.120 4.661 -0.631 1.109 0.462 -0.12
N 0.126 -0.967 4.159 -0.268 0.034 2.130 -0.07
C -0.215 -0.237 5.230 0.780 -1.082 -0.974 -0.10
H -1.472 2.065 9.553 0.189 -0.397 -0.147 0.13
H -1.410 1.115 7.223 0.188 -0.018 0.308 0.12
H 1.651 -1.671 8.468 -0.282 0.410 0.115 0.11
H 1.549 -0.757 10.778 -0.283 0.089 -0.239 0.12
H 1.154 -2.746 6.756 -0.004 -0.028 -0.052 0.10
H 1.118 -2.902 4.020 -0.061 0.085 -0.054 0.10
H -0.707 0.727 5.209 0.218 -0.132 -0.233 0.11
```
Forces are in eV/Å.

The HOMO energy comes out at -2.44 eV. The spin multiplicity is 1. As for the total charge: -1. The gap between HOMO and LUMO comes out at 3.64 eV.

=====

> What is the HOMO energy in the first record?

-8.44 eV

=====

> Which value of HOMO energy does entry 1 give?

-8.44 eV